Record 1
17
Properties=species:S:1:pos:R:3:nbo_charge:R:1 method="wB97M-V/def2-TZVPD" energy_ev=-11367.9295 total_charge=-1 smiles="O=CNCCNC[O-]" homo_lumo_gap_ev=5.977 e_lumo_ev=3.55 fmax_ev_per_a=3.9 de_lowest_kcal_mol=74.6
H -0.55424 2.83646 -1.40922 0.044
C 0.70998 -1.02043 -0.24314 -0.212
H -0.49593 0.79420 0.38372 0.216
O -1.73508 -2.38664 2.00449 -0.630
O 0.84598 2.92957 -0.13332 -0.923
H 1.60597 0.86780 -1.56850 0.331
H -1.85498 -1.37270 0.37549 0.118
C 0.53109 2.52556 -1.29752 0.159
C -1.15708 -1.89041 1.10184 0.525
H 1.06459 2.98328 -2.21712 0.044
N 0.18241 -1.66821 0.99045 -0.625
H 1.77747 -0.93556 -0.06415 0.197
N 0.59843 1.03147 -1.54649 -0.716
H 0.83562 -1.94514 1.63338 0.388
C -0.13190 0.20173 -0.56554 -0.242
H -1.06859 -0.25756 -1.07189 0.155
H 0.62443 -1.75570 -1.11260 0.171

---

Record 2
102
Properties=species:S:1:pos:R:3:mulliken_charge:R:1 method="wB97M-V/def2-TZVPD" energy_ev=-82721.4205 total_charge=-1 homo_lumo_gap_ev=6.668 e_lumo_ev=2.24 fmax_ev_per_a=1.4 de_lowest_kcal_mol=31.8
C -3.81966 -1.82832 1.27444 0.413
H 4.04937 -1.15628 -3.03409 0.686
O 2.77530 -2.37642 3.96821 -0.819
C -0.42483 -0.42253 5.86633 -0.628
C -7.01349 -4.66135 1.86747 -1.571
N 0.21808 -0.10928 3.21127 0.623
C -0.20638 -1.78017 -2.89774 -0.557
H -2.27794 -2.00637 3.62792 -0.020
C 4.58710 3.09275 0.76792 -2.301
C 0.60812 -1.14650 5.31470 -0.844
C -1.89204 1.38334 -2.67433 0.413
O -1.66992 -3.45355 -0.12152 -0.556
N 1.31094 0.62636 -0.33735 0.910
C -2.68856 0.56902 -5.27624 -0.955
H -6.76356 -5.63766 1.44571 0.311
H 4.19032 -1.21206 0.50193 0.263
C 3.53026 -0.24414 -2.72662 -1.953
O -0.87173 2.14471 1.92237 -0.421
N -1.46240 1.78807 -1.44497 1.035
C -1.27775 -1.45973 -5.00925 -1.058
C -1.46651 1.58490 2.82286 -0.759
C -3.15469 1.72750 -4.72602 -0.696
H 2.45872 -0.43481 -2.78887 0.136
H 0.84406 1.42357 -2.61326 0.881
O 2.01118 -1.63327 1.99692 -0.318
H -7.93063 -4.32315 1.38115 0.355
H 6.00922 -0.18347 -1.85924 0.537
H 4.42432 3.65668 -1.71455 0.290
C -5.89220 -3.67593 1.66521 0.913
H 5.40422 2.72606 0.14862 0.268
C -0.78652 0.59475 3.74666 0.914
H 2.03824 3.67392 1.43873 0.303
C 0.89506 -0.96316 3.96616 0.417
C 1.66937 3.79538 -1.12460 -2.078
H -3.10862 3.08789 -3.04654 0.394
O 0.45218 -2.91979 0.07764 -0.614
H -3.83074 2.35963 -5.29002 0.364
In 0.43283 -0.68928 0.88152 0.486
N -0.72179 -3.21309 0.58856 0.782
H -3.51800 -1.14644 -1.35751 -0.484
H -5.15164 -1.66547 -1.78341 0.551
C 5.41999 0.55735 -1.30868 -2.102
H 3.79063 0.53832 -3.43769 0.197
Te -2.42672 -0.26459 0.99657 0.445
C -2.75661 2.14103 -3.44011 -0.926
C -1.46377 0.11122 -3.19589 0.590
C 3.71269 3.28661 -2.44980 -2.058
H 2.13877 1.69503 -3.77026 0.267
H -0.02849 -3.13761 -4.57425 0.480
H 1.27522 4.46869 -1.89098 0.687
C -4.23674 -1.95639 -1.26204 -1.465
H 2.29855 4.38674 -0.46193 0.318
C -3.34490 -1.81451 3.76247 -0.944
H -3.68333 -2.32693 4.66488 0.369
H 5.55489 1.51741 -1.80559 0.273
H -3.81398 -2.82195 -1.77710 0.341
H 1.19845 -1.85882 5.87183 0.587
C -1.82224 -0.25194 -4.50861 0.763
H 4.23290 2.58739 -3.10333 0.284
H 4.21151 4.01529 0.32704 0.334
C 4.04451 0.93011 1.86570 -2.122
C -0.46048 -2.21023 -4.22161 -1.122
H 3.40783 4.13825 -3.06740 0.542
O -2.55772 2.14142 3.41055 -0.509
P 2.70924 1.28701 -0.55657 -0.511
H -7.22687 -4.80208 2.92754 0.341
H 1.00977 2.99318 -3.40360 0.606
C 3.47620 2.06247 0.99317 3.262
H 0.39083 -2.39082 -2.22750 0.415
C 3.96325 0.08505 -1.28743 2.568
H 0.82940 3.40427 -0.54919 0.125
C -4.11589 -2.28474 2.56173 0.551
N -0.69568 -0.67851 -2.39625 1.049
H 2.88114 -1.67144 -0.56090 0.158
C 1.99598 -1.74830 3.26724 0.347
H 5.00807 3.35202 1.74512 0.559
C -5.56375 -3.22689 0.39572 -1.101
C 3.88659 -1.25560 -0.53830 -1.895
C 2.36206 2.71371 1.82995 -2.521
H 4.25621 1.34073 2.85734 0.719
C 2.45330 2.67236 -1.82730 2.744
H -1.95033 1.06329 5.46977 0.514
H -1.67030 2.73293 -1.17241 0.280
H 4.97469 0.52045 1.47588 0.256
C -4.53393 -2.31669 0.17154 0.911
H 4.54628 -1.96044 -1.05417 0.646
H -2.82784 2.84225 2.80103 0.379
H -2.96654 0.26372 -6.27714 0.389
H 1.48209 2.07940 1.91173 0.591
C -1.14148 0.46927 5.07251 -0.415
H -0.68254 -0.54111 6.91152 0.426
O -0.81383 -3.10810 1.82115 -0.555
H -0.57851 1.41983 -1.09057 -1.314
C -5.15183 -3.19807 2.73600 -1.081
H 3.34421 0.10848 1.99128 0.141
H -6.11578 -3.60446 -0.46109 0.380
H 2.75587 2.88423 2.83712 0.615
H -3.46863 -0.73873 3.90944 0.243
H -1.51951 -1.76610 -6.02122 0.382
H -5.38037 -3.54628 3.73891 0.243
H 5.84785 0.62674 -0.31020 0.303
C 1.56029 2.15276 -2.97174 -2.591

---

Record 3
49
Properties=species:S:1:pos:R:3:nbo_charge:R:1 method="wB97M-V/def2-TZVPD" energy_ev=-73155.9628 homo_lumo_gap_ev="7.003 / 5.839" s_squared=2.101 spin_multiplicity=3 e_lumo_ev="-0.51 / -1.99" fmax_ev_per_a=6.0
H 0.55584 1.78817 3.60388 0.207
C 1.67962 2.35046 -2.72965 -0.677
N 0.83279 -1.44075 0.71141 -0.107
H 0.57259 -3.24477 3.42050 0.234
N -1.67478 -1.06158 0.73338 -0.075
H -1.64814 -2.51627 3.74396 0.222
O 3.82749 -3.01411 -2.01692 -0.946
H 2.69809 1.97649 -2.58514 0.257
H -2.82664 0.43037 -0.10421 0.490
N 1.02730 0.33588 -1.40890 -0.171
C 0.69054 1.44548 -2.09121 0.153
C -0.48016 -2.10830 -1.85915 -0.375
H 3.52914 -2.67642 -1.14842 0.476
C -1.38252 2.87961 -2.61865 -0.672
H 0.46656 -2.38136 -2.33618 0.211
O 2.12957 -1.48412 0.64990 -0.494
H -3.01427 -2.43660 2.59573 0.251
O -1.60641 -3.11938 -2.36149 -0.739
O -1.25456 1.57299 1.69171 -0.755
H -1.16546 3.80867 -2.06998 0.233
C 0.89724 2.04952 2.59636 -0.624
Ni -0.37796 -0.68110 -0.60273 0.849
H -1.90973 1.82014 1.00306 0.488
H -0.85089 -1.11689 -2.19130 0.204
H -1.71278 -2.89972 -3.30588 0.458
O -2.90904 -0.69290 0.76909 -0.439
H 0.11969 2.79320 0.74113 0.150
H -0.47651 -2.36409 -0.78646 0.213
H 3.97066 -2.20408 -2.53875 0.470
H -2.45986 -0.96743 3.41047 0.257
C -0.70996 1.71042 -2.00358 0.151
H 2.04723 -2.46649 2.77606 0.259
C -1.18482 -1.65686 1.85048 0.185
C -0.24622 2.55966 1.75269 -0.054
H 1.67326 2.81508 2.68098 0.212
H -2.46721 2.73667 -2.64984 0.252
H 1.61346 3.36129 -2.30265 0.230
H 2.34666 -0.57843 -0.44366 0.486
H -1.01668 3.01914 -3.64449 0.227
N -1.33762 0.84263 -1.18973 -0.184
H 0.94594 -1.57346 3.85614 0.241
H 1.34873 1.16362 2.13846 0.207
H 1.48767 2.44851 -3.80680 0.230
H -0.65132 3.48204 2.19356 0.155
C 0.22709 -1.83753 1.86084 0.176
C -2.12359 -1.91379 2.96396 -0.676
C 0.99730 -2.30781 3.03911 -0.686
O -2.53649 1.26081 -0.71385 -0.587
O 2.33920 0.09336 -1.27324 -0.574

---

Record 4
16
Properties=species:S:1:pos:R:3:nbo_charge:R:1 method="wB97M-V/def2-TZVPD" energy_ev=-79899.8743 smiles="[O-]/[N+](O)=C/Br.C=CC" homo_lumo_gap_ev=9.285 e_lumo_ev=0.64 fmax_ev_per_a=2.7 de_lowest_kcal_mol=118.7
O 2.11311 2.34065 -1.02802 -0.562
H -0.62889 -2.69954 1.49723 0.222
C -1.38597 -0.07997 -0.60523 -0.436
H 0.13985 -1.91438 -0.06047 0.219
C -0.78366 -2.16146 0.53437 -0.683
H 0.73828 0.21413 1.10554 0.248
O 0.35870 2.65219 0.30827 -0.482
C -1.38521 -0.76495 0.57400 -0.187
H -1.92940 0.87408 -0.44087 0.217
H -1.33584 -2.72151 -0.19994 0.228
N 1.18980 1.83013 -0.08860 0.346
H 1.76862 3.16670 -1.44818 0.502
H -0.94966 -0.37263 -1.59895 0.214
C 1.28890 0.56339 0.25314 -0.183
Br 2.67273 -0.50314 -0.30670 0.123
H -1.87138 -0.42369 1.50441 0.212